[1]
82
Properties=species:S:1:pos:R:3:mulliken_charge:R:1 method="wB97M-V/def2-TZVPD" lumo_ha="-0.211 / -0.210" total_charge=+2 homo_energy_ev="-12.509 / -12.411"
Ir -0.21540 -0.18780 0.12330 1.28
C 0.10180 1.11780 2.32800 -0.56
C -1.06720 0.32250 2.24260 -0.50
C -1.89940 0.87060 1.22100 -0.64
C -1.22640 2.00110 0.68510 -0.24
C 0.02000 2.12670 1.35160 -0.46
H 0.90030 0.98470 3.03220 0.42
H -1.34100 -0.46090 2.92730 0.53
H -2.91950 0.59170 1.01620 0.54
H -1.64250 2.70980 -0.01060 0.55
H 0.73450 2.91490 1.19940 0.57
F -0.21650 -3.18710 -5.90390 -0.37
C 0.40480 -3.73220 -4.82730 0.58
C 0.28980 -3.08020 -3.63510 -1.37
C 1.02280 -3.52240 -2.52830 0.57
C 0.89540 -2.79910 -1.28030 1.24
O -0.04410 -1.96730 -1.15870 -1.13
C 1.88840 -3.10540 -0.30970 0.03
C 2.69780 -4.19510 -0.48870 -0.22
N 2.69020 -4.96880 -1.58790 0.31
C 3.54190 -6.13130 -1.65640 -0.30
C 4.95480 -6.05930 -1.15720 -0.99
C 4.69180 -6.14070 -2.62680 -0.39
C 1.89230 -4.62390 -2.65740 -0.67
C 1.90180 -5.33060 -3.86620 -0.56
C 1.16030 -4.91840 -4.96800 0.16
N 1.13240 -5.66700 -6.13110 0.07
C 0.06000 -5.58240 -7.08850 -0.94
C 0.47600 -4.75940 -8.31170 -0.66
N 1.68030 -5.39960 -8.91300 -0.06
C 2.78040 -5.50820 -7.91470 -0.84
C 2.29570 -6.30100 -6.68930 -0.62
C 2.10760 -2.20420 0.91410 -0.14
O 2.70420 -2.66520 1.86390 -0.68
O 1.70850 -1.00180 0.78860 -0.58
H -0.34150 -2.20710 -3.54640 0.59
H 3.38880 -4.46370 0.30040 0.77
H 2.99110 -7.05400 -1.50080 0.42
H 5.35810 -6.92170 -0.65010 0.28
H 5.31690 -5.12050 -0.76930 0.34
H 4.91830 -7.05670 -3.15020 0.30
H 4.86310 -5.24690 -3.20660 0.24
H 2.48400 -6.23340 -3.92890 0.91
H -0.83510 -5.15580 -6.64140 0.47
H -0.19750 -6.59910 -7.40730 0.36
H 0.72890 -3.73790 -8.02100 0.44
H -0.33080 -4.72430 -9.04350 0.35
H 1.99900 -4.86850 -9.73370 0.36
H 1.42370 -6.34600 -9.22810 0.38
H 3.06700 -4.49900 -7.60940 0.34
H 3.64220 -5.99900 -8.36760 0.47
H 3.10160 -6.33940 -5.95980 0.38
H 2.05320 -7.33070 -6.97810 0.31
C 0.36720 4.83640 -1.79190 -0.76
C -0.46530 4.09370 -2.82800 -0.12
C 0.36610 3.35490 -3.88080 -1.09
N 1.30980 2.38340 -3.34430 0.15
C 1.00180 1.29510 -2.65880 0.67
S -0.60050 0.87150 -2.30080 -0.42
N 1.97160 0.41390 -2.29360 0.25
C 3.37960 0.48460 -2.44290 0.31
O 3.96620 -0.52450 -2.74290 -0.57
C 3.97340 1.78740 -2.11430 -0.61
C 5.11390 2.24890 -2.77200 -0.28
C 5.69240 3.44100 -2.37900 -0.67
C 5.15630 4.15870 -1.31980 -0.51
C 4.05080 3.67680 -0.63310 -0.64
C 3.45100 2.49900 -1.02960 0.56
H -0.28750 5.27070 -1.04100 0.40
H 0.92610 5.64360 -2.25610 0.38
H 1.06160 4.16670 -1.29090 -0.14
H -1.09070 4.80450 -3.36880 0.46
H -1.12560 3.38790 -2.32880 0.09
H 0.95770 4.06950 -4.45100 0.45
H -0.31660 2.83920 -4.56560 0.31
H 2.29010 2.54330 -3.54550 0.25
H 1.63330 -0.50840 -2.04220 -0.39
H 5.51790 1.67690 -3.59320 0.46
H 6.57180 3.80330 -2.88610 0.43
H 5.60640 5.09040 -1.01890 0.43
H 3.66880 4.21430 0.21980 0.47
H 2.61110 2.09240 -0.48290 0.50

=====

[2]
56
Properties=species:S:1:pos:R:3:nbo_charge:R:1 method="wB97M-V/def2-TZVPD" lumo_ha=0.013 e_above_lowest_ev=0.435 homo_energy_ev=-8.978 smiles="CN(C(=O)c1cc(S(N)(=O)=O)n(C)c1)[C@H]1CCCN(C(=O)C(F)=C2CCC2)CC1"
C -0.72067 1.18092 2.14109 -0.41
N -0.90083 -0.09592 1.45658 -0.47
C -0.12940 -0.26987 0.30965 0.69
O 1.08653 -0.23206 0.37943 -0.59
C -0.74405 -0.67780 -0.98181 -0.26
C -2.04901 -0.55961 -1.52107 -0.21
C -1.99580 -1.04277 -2.80235 -0.25
S -3.31121 -1.11143 -3.92954 2.33
N -3.52073 -2.73145 -4.17745 -1.08
O -4.44493 -0.57652 -3.23863 -0.93
O -2.88787 -0.59622 -5.19859 -0.94
N -0.71010 -1.44905 -3.07831 -0.30
C -0.23105 -2.02982 -4.32226 -0.41
C 0.04065 -1.22627 -1.98041 0.06
C -2.23922 -0.68744 1.57970 -0.04
C -2.34476 -1.42649 2.92969 -0.41
C -3.17564 -2.71236 2.87761 -0.42
C -4.47873 -2.57842 2.08382 -0.22
N -5.11276 -1.26576 2.22354 -0.44
C -5.57277 -0.75616 3.39949 0.62
O -5.73057 0.44648 3.57075 -0.63
C -5.88421 -1.66555 4.53729 0.26
F -6.11974 -2.98139 4.27319 -0.34
C -5.94955 -1.25133 5.78933 0.02
C -6.18885 -1.97440 7.09401 -0.44
C -5.81704 -0.65950 7.83622 -0.40
C -5.73938 0.07638 6.46964 -0.42
C -4.74964 -0.28479 1.20020 -0.20
C -3.37458 0.33795 1.42422 -0.45
H 0.33617 1.43504 2.13622 0.23
H -1.28576 1.98798 1.66661 0.18
H -1.04447 1.09367 3.17880 0.20
H -2.93705 -0.15687 -1.07076 0.24
H -4.22132 -3.12235 -3.56018 0.40
H -3.72097 -2.91390 -5.15307 0.41
H 0.83863 -2.19465 -4.22832 0.22
H -0.72865 -2.98032 -4.50883 0.22
H -0.42905 -1.35432 -5.15085 0.23
H 1.09280 -1.45577 -1.95936 0.23
H -2.31203 -1.43757 0.78966 0.21
H -1.33699 -1.67794 3.26251 0.23
H -2.76549 -0.74998 3.67983 0.20
H -2.58798 -3.51378 2.42068 0.21
H -3.39902 -3.03286 3.89744 0.21
H -4.27446 -2.68912 1.01888 0.20
H -5.17260 -3.36835 2.35371 0.23
H -7.22447 -2.29037 7.22748 0.22
H -5.54737 -2.83755 7.27141 0.22
H -6.56887 -0.28599 8.52755 0.21
H -4.86356 -0.71449 8.35771 0.21
H -4.80855 0.58606 6.22392 0.23
H -6.55232 0.77718 6.28187 0.24
H -4.79008 -0.79882 0.23685 0.19
H -5.50496 0.49736 1.19853 0.24
H -3.42720 0.95771 2.32144 0.23
H -3.16645 1.01525 0.59180 0.21

=====

[3]
13
Properties=species:S:1:pos:R:3:nbo_charge:R:1 method="wB97M-V/def2-TZVPD" lumo_ha=0.017 e_above_lowest_ev=0.000 homo_energy_ev=-9.006
C 1.52825 -0.70713 0.15430 -0.20
C 0.35766 -1.44891 0.05972 -0.27
C 1.49231 0.66674 0.23537 -0.23
C 0.28558 1.36340 0.19422 -0.20
C -0.83115 -0.77392 -0.02790 0.29
C -0.87426 0.62024 0.01501 -0.36
O -2.22925 -1.07286 -0.00236 -0.74
P -2.73185 0.59842 -0.05215 0.88
H 2.55653 -1.04074 0.27155 0.22
H 0.24585 -2.58969 0.07921 0.23
H 2.49867 1.09575 0.34536 0.22
H 0.36302 2.48337 0.28900 0.22
H -2.66136 0.80535 -1.56133 -0.05

=====

[4]
15
Properties=species:S:1:pos:R:3:nbo_charge:R:1 method="wB97M-V/def2-TZVPD" lumo_ha=0.018 e_above_lowest_ev=3.524 homo_energy_ev=-7.898
C -0.44800 -0.11577 0.56277 0.22
C -1.75074 0.54509 0.19338 -0.65
C 0.65859 -0.07058 -0.43563 0.13
N 1.52120 -1.14503 -0.45010 -0.83
C 0.94127 1.07094 -1.09278 -0.52
O -0.74075 -1.31093 1.14137 -0.71
H 0.07072 -1.52160 1.66738 0.47
H 0.35355 0.38654 1.78367 0.04
H 2.23481 -1.14449 -1.16169 0.40
H 1.39075 -1.82929 0.30008 0.39
H -2.34180 -0.14543 -0.41024 0.23
H -2.30419 0.73949 1.11206 0.23
H -1.63640 1.48583 -0.33280 0.23
H 1.73564 1.11149 -1.82239 0.19
H 0.31536 1.94372 -1.05507 0.20

=====

[5]
13
Properties=species:S:1:pos:R:3:nbo_charge:R:1 method="wB97M-V/def2-TZVPD" lumo_ha=0.031 e_above_lowest_ev=4.615 homo_energy_ev=-8.023
C 0.14987 0.78567 -0.47208 -0.43
C -1.05081 0.84801 0.56215 -0.63
C 0.37696 -1.43656 0.05719 0.10
C 1.30886 -0.13277 -0.01928 -0.48
H -0.45110 0.36552 -1.50412 0.24
H 0.44447 2.08143 -0.71491 0.20
H -1.85240 1.74216 0.27776 0.26
H -0.82208 0.47462 1.62299 0.25
H 0.78427 -2.55954 0.50390 0.18
H 2.10669 -0.25961 -0.85269 0.24
H 1.78435 0.21357 0.83307 0.23
N -0.81821 -1.69523 -0.08296 -0.57
S -1.96087 -0.42727 -0.21100 0.42

=====

[6]
32
Properties=species:S:1:pos:R:3:mulliken_spin:R:1 method="wB97M-V/def2-TZVPD" lumo_ha="-0.037 / -0.032" homo_energy_ev="-7.774 / -7.805" multiplicity=5 s2=6.066
Nd -0.78027 0.12823 -0.02260 3.02
Cl 2.13514 0.28016 -0.73281 0.00
C -0.51634 1.98081 1.36698 -0.03
H -1.45780 2.24782 1.88528 0.00
H -0.31340 2.80431 0.64722 0.00
H 0.26713 2.06245 2.13824 0.00
V 2.03658 1.03571 -2.86423 1.36
C 2.96125 2.77034 -3.19167 -0.07
C 2.07251 -0.32325 -4.34837 -0.07
C 0.40514 1.63660 -3.21722 -0.27
H 1.26258 -1.04272 -4.12020 0.00
H 1.76720 0.09945 -5.33410 0.01
H 2.97636 -0.92164 -4.58264 0.01
H 2.52437 3.43383 -2.42307 0.00
H 4.06736 2.84239 -3.09796 0.01
H 2.69526 3.24257 -4.15889 0.01
H 0.06018 2.66082 -2.99515 0.01
H -0.41678 1.04095 -3.64696 0.02
C -1.78294 -0.70218 3.63115 0.00
C -1.69458 -1.62794 2.45227 0.00
O -2.06305 -1.04035 1.23038 0.00
C -0.21577 -2.12051 2.27741 0.00
F 0.38819 -2.45418 3.42270 0.00
F -0.05263 -3.09781 1.35284 0.00
F 0.56806 -0.95962 1.77581 0.00
C -2.65598 -2.84551 2.65936 0.00
F -2.46152 -3.43198 3.88770 0.00
F -3.95558 -2.47518 2.57520 0.00
F -2.45204 -3.77576 1.68835 0.00
H -1.11994 0.13483 3.43475 0.00
H -1.43695 -1.21384 4.53381 0.00
H -2.81173 -0.36879 3.77642 0.00

=====

[7]
17
Properties=species:S:1:pos:R:3:nbo_charge:R:1 method="wB97M-V/def2-TZVPD" lumo_ha=0.038 e_above_lowest_ev=0.586 homo_energy_ev=-9.539 smiles="C=CC[C@@H](C)C=O"
C -1.14892 -0.86350 2.16605 -0.38
C -0.71566 0.27861 1.64216 -0.19
C 0.47890 0.39144 0.73155 -0.44
C 0.06701 0.43829 -0.74835 -0.32
C 1.27219 0.63661 -1.68510 -0.60
C -0.61174 -0.85030 -1.17272 0.46
O -0.35466 -1.93328 -0.70266 -0.53
H -2.04511 -0.90826 2.77791 0.20
H -0.62804 -1.79855 1.97542 0.20
H -1.27391 1.19829 1.82381 0.19
H 1.15457 -0.45643 0.88642 0.22
H 1.04171 1.30652 0.95997 0.21
H -0.64352 1.26408 -0.89870 0.21
H 1.80912 -0.30689 -1.82817 0.22
H 1.97333 1.35641 -1.25594 0.22
H 0.96797 1.00740 -2.66801 0.21
H -1.34326 -0.76045 -2.00365 0.11

=====

[8]
6
Properties=species:S:1:pos:R:3:nbo_charge:R:1 method="wB97M-V/def2-TZVPD" lumo_ha="-0.035 / -0.028" e_above_lowest_ev=1.163 homo_energy_ev="-9.728 / -11.124"
N 0.35501 -0.60463 0.94392 0.56
O -0.11134 0.43288 1.13142 -0.26
O 1.04941 -1.46520 1.36701 -0.26
O -0.92193 0.63179 -1.04978 -0.31
O -0.09647 -0.32220 -1.52565 -0.19
H -0.27468 1.32735 -0.86692 0.47

=====

What did the fifth record say?
13
Properties=species:S:1:pos:R:3:nbo_charge:R:1 method="wB97M-V/def2-TZVPD" lumo_ha=0.031 e_above_lowest_ev=4.615 homo_energy_ev=-8.023
C 0.14987 0.78567 -0.47208 -0.43
C -1.05081 0.84801 0.56215 -0.63
C 0.37696 -1.43656 0.05719 0.10
C 1.30886 -0.13277 -0.01928 -0.48
H -0.45110 0.36552 -1.50412 0.24
H 0.44447 2.08143 -0.71491 0.20
H -1.85240 1.74216 0.27776 0.26
H -0.82208 0.47462 1.62299 0.25
H 0.78427 -2.55954 0.50390 0.18
H 2.10669 -0.25961 -0.85269 0.24
H 1.78435 0.21357 0.83307 0.23
N -0.81821 -1.69523 -0.08296 -0.57
S -1.96087 -0.42727 -0.21100 0.42